1.
Density functional theory data (ωB97M-V with the def2-TZVPD basis set) for a structure of composition H14O15SV2.

```
! RIJCOSX wB97M-V def2-TZVPD def2/J DEFGRID3
* xyz -1 2
V -2.980 0.559 -2.346
V 0.594 -0.109 0.782
S -1.174 2.567 0.100
O 2.653 0.787 -0.118
O 2.582 -0.651 -3.246
O 1.737 0.722 2.688
O -0.560 -0.709 1.711
O -2.028 1.526 -0.536
O -3.893 -0.289 -3.247
O -0.117 -3.375 -1.917
O -0.644 3.478 -0.878
O -1.098 1.759 3.665
O -3.015 -1.194 -0.875
O -1.484 0.238 -2.750
O -0.079 1.949 0.875
O -1.994 3.370 1.000
O 0.328 -0.636 -0.674
O 1.803 -2.004 1.206
H -3.691 -1.797 -0.564
H -0.713 -2.655 -1.711
H 2.351 1.277 -0.884
H 1.664 -2.874 0.831
H 0.054 -3.794 -1.074
H 2.609 -2.089 1.716
H 1.956 1.603 2.992
H 3.429 1.262 0.179
H -1.815 1.444 3.115
H 1.904 -0.519 -3.908
H -2.337 -1.225 -0.199
H 2.102 0.141 3.355
H 2.169 -0.391 -2.423
H -0.313 1.628 3.133
*
```

Values from the calculation:
Expectation value of S²: 0.757
HOMO (alpha / beta), eV: -3.32 / -4.56

=====

2.
Density functional theory data (ωB97M-V with the def2-TZVPD basis set) for the molecule C4H8O.

```
! RIJCOSX wB97M-V def2-TZVPD def2/J DEFGRID3
* xyz 0 1
O 1.270 0.469 0.546
C 0.647 -0.093 -0.654
C 0.028 0.976 0.122
C -1.254 0.959 0.880
C 0.682 -1.587 -0.531
H 1.738 -1.832 -0.715
H -2.014 1.280 0.160
H 0.085 -2.145 -1.258
H 0.213 1.941 -0.349
H 0.451 -1.888 0.492
H 0.937 0.257 -1.652
H -1.244 1.681 1.698
H -1.537 -0.019 1.262
*
```

Values from the calculation:
SMILES: C[C@@H]1O[C@@H]1C
HOMO, eV: -9.79
Energy above the lowest of the compared OMol25 structures with the same formula, charge and spin, kcal per mole: 35.1

=====

3.
Density functional theory data (ωB97M-V with the def2-TZVPD basis set) for a structure of composition C3H7NO2.

```
! RIJCOSX wB97M-V def2-TZVPD def2/J DEFGRID3
* xyz 0 1
O -1.499 0.264 -1.062
O -1.678 1.019 1.130
N 0.060 -0.946 1.286
C -0.891 0.874 0.008
C 1.361 -0.109 -0.706
C 0.122 -0.368 0.133
H -1.046 -0.855 -0.814
H 1.059 0.164 -1.715
H 0.539 -1.844 1.327
H 2.006 -0.986 -0.720
H -1.524 0.237 1.691
H -0.422 1.821 -0.277
H 1.913 0.729 -0.282
*
```

Values from the calculation:
HOMO, eV: -10.15
Energy above the lowest of the compared OMol25 structures with the same formula, charge and spin, kcal per mole: 92.8

=====

4.
Density functional theory data (ωB97M-V with the def2-TZVPD basis set) for a cluster of 2 separate species, C5H15NO2 in total.

```
! RIJCOSX wB97M-V def2-TZVPD def2/J DEFGRID3
* xyz 0 1
O -0.197 2.539 1.482
O 0.236 2.101 -1.810
N 0.922 -1.222 -0.395
C -0.330 -1.058 0.450
C 0.310 1.150 1.395
C -0.702 0.436 0.589
C 1.205 -2.449 -0.968
C -1.526 -1.888 -0.186
H 1.744 -3.102 -0.288
H 1.089 2.002 -2.105
H -2.506 -1.691 0.162
H -1.158 2.653 1.556
H 1.919 -2.264 -1.778
H 0.626 0.764 2.378
H 0.018 -1.611 1.320
H 0.353 -2.841 -1.538
H 0.211 2.516 -0.963
H 1.248 1.380 0.706
H -0.665 0.855 -0.390
H 1.324 -0.411 -0.721
H -1.362 -2.946 -0.175
H -1.648 -1.702 -1.345
H -1.704 0.686 0.886
*
```

Values from the calculation:
SMILES: CN[C@H](C)CCO.O
HOMO, eV: -8.15
Energy above the lowest of the compared OMol25 structures with the same formula, charge and spin, kcal per mole: 61.6

=====

E_tot readings, ordered: -3423.29566, -232.38963, -323.63302, -404.65687 hartree